Computed, not measured: a structure of composition C23H27BrN4O11P2S5Ti in a non-equilibrium geometry, with wB97M-V/def2-TZVPD.

Geometry (Å):
Ti -0.9244 -0.0175 0.0562
O -0.4662 1.0234 -5.1641
C -0.8195 -0.2926 -5.1353
C -0.9280 -0.9766 -6.3390
C -1.2954 -2.3146 -6.3398
C -1.5435 -2.9791 -5.1474
C -1.4378 -2.2909 -3.9459
C -1.0883 -0.9500 -3.9304
C -1.0873 -0.1581 -2.6500
O -1.2583 -0.9315 -1.5073
N 0.1462 0.6216 -2.5085
N 0.1711 1.0113 -1.1319
C 0.9013 2.1878 -0.9074
C 1.8161 2.4696 0.0010
Br 3.3872 0.1238 0.3018
C 2.3006 3.3590 0.8493
C 3.7101 3.7264 1.0360
C 4.7080 3.2870 0.1627
C 6.0271 3.6584 0.3588
C 6.3826 4.4826 1.4210
C 5.3989 4.9310 2.2906
C 4.0781 4.5525 2.0977
H -0.1761 1.2737 -4.2597
H -0.7191 -0.4458 -7.2594
H -1.3831 -2.8413 -7.2830
H -1.8270 -4.0234 -5.1488
H -1.6286 -2.7778 -2.9975
H -1.9002 0.5783 -2.6958
H 0.9394 -0.0128 -2.6311
H 0.6481 3.0016 -1.5870
H 1.5913 3.8084 1.5442
H 4.4355 2.6331 -0.6543
H 6.7869 3.2955 -0.3230
H 7.4171 4.7692 1.5699
H 5.6586 5.5720 3.1252
H 3.3112 4.8980 2.7830
C 0.4048 -3.4519 3.5501
C -0.3857 -3.3577 2.2497
O -0.8816 -4.6410 1.8902
P -1.8260 -2.2053 2.4587
O -3.0737 -3.1272 2.8131
O -1.6312 -1.4173 3.7903
O -2.1460 -1.3544 1.2655
P 0.6540 -2.7436 0.8372
O 2.1676 -2.8727 1.2769
O 0.2881 -3.6085 -0.3076
O 0.3990 -1.2264 0.8149
H -0.2358 -3.7931 4.3653
H 0.8375 -2.4885 3.8217
H 1.2172 -4.1623 3.4056
H -0.7106 -4.7030 0.9292
H -3.6488 -3.2216 2.0433
H -1.0570 -0.5762 3.7550
H 2.6280 -1.9933 1.1423
N 1.2012 0.4877 3.2589
N -0.1259 0.8453 3.6305
C -0.9738 1.5591 2.7142
O -1.8408 2.2735 3.1647
O -0.7099 1.2925 1.4797
H 1.6495 1.2690 2.7846
H 1.1443 -0.2227 2.5339
H -0.1348 1.3080 4.5298
C -3.3280 2.6552 -3.5211
S -5.0052 2.2981 -2.9476
C -4.8461 0.6439 -2.3808
C -4.1209 0.2154 -1.3195
S -3.1596 1.2002 -0.2607
S -4.2905 -1.5029 -0.9979
C -5.4199 -1.9004 -2.2285
S -6.0681 -3.4115 -2.4450
S -5.8078 -0.5519 -3.2181
H -3.3690 3.6472 -3.9706
H -3.0077 1.9363 -4.2729
H -2.6397 2.6630 -2.6763

Atoms 1-2, force components in eV/Å:
Ti -0.2845 -0.2122 0.3758
O -0.0251 -0.0099 -0.0535

Computed properties:
HOMO-LUMO gap: 6.69 eV
HOMO: -2.7 eV
energy above the lowest of the compared OMol25 structures with the same formula, charge and spin: 0.495 eV
M: 885.540 g/mol
net charge: -2
maximum force: 0.0256 Eh/bohr
total energy: -218696.22179 eV

In the Mulliken picture, each atom carries the following charge in e: Ti 0.11; O -0.74; C 0.26; C -0.61; C -0.33; C -1.00; C -0.50; C 0.35; C 0.99; O 0.06; N -0.66; N 1.17; C -0.61; C -0.44; Br -0.55; C -0.92; C 1.20; C -0.33; C -0.61; C -0.38; C -0.49; C -0.52; H 0.52; H 0.41; H 0.35; H 0.39; H 0.46; H -0.60; H 0.23; H 0.30; H 0.30; H 0.31; H 0.34; H 0.34; H 0.34; H 0.31; C -1.63; C 1.02; O -0.65; P 0.69; O -0.58; O -0.63; O -0.29; P 1.46; O -0.64; O -0.90; O -0.18; H 0.44; H 0.28; H 0.37; H 0.44; H 0.34; H 0.50; H 0.02; N -0.57; N -0.22; C 0.43; O -0.73; O -0.27; H 0.31; H 0.04; H 0.20; C -0.28; S -0.18; C 0.41; C -0.25; S -0.42; S 0.05; C 0.08; S -0.33; S -0.22; H 0.39; H 0.09; H -0.04